Record 1
# C40H82BF6O15P2S

A cluster of 10 separate species, C40H82BF6O15P2S in total in a non-equilibrium geometry (the ωB97M-V functional and the def2-TZVPD basis, the Open Molecules 2025 dataset).

Geometry as ORCA input:
```
! wB97M-V def2-TZVPD RIJCOSX def2/J DEFGRID3
* xyz -1 1
C 0.71 -3.26 4.20
C 0.30 -2.57 3.31
C -0.19 -1.75 2.22
C 0.96 -0.97 1.48
P 1.03 0.64 2.39
O -0.41 1.32 2.19
O 0.96 0.23 3.93
S 2.45 1.90 2.01
O 2.19 -1.54 1.83
B 3.12 -1.71 0.66
C 4.47 -0.77 0.67
C 5.45 -1.10 -0.41
O 6.61 -0.14 -0.41
C 7.73 -0.66 0.08
C 8.87 -0.70 -0.91
O 7.86 -1.06 1.21
P 3.70 -3.59 0.43
C 5.11 -3.76 1.64
C 2.44 -4.77 1.12
C 1.94 -5.82 0.08
O 2.26 -1.20 -0.46
C 0.92 -1.07 -0.10
C 0.24 -2.39 -0.52
C 0.62 -2.84 -1.91
F -0.14 -4.00 -2.20
C 0.38 0.12 -0.95
F 0.57 1.34 -0.36
F 1.08 0.18 -2.12
C -1.10 0.05 -1.29
C -1.58 0.14 -2.58
C -2.94 0.12 -2.80
C -3.85 0.00 -1.77
C -3.36 -0.10 -0.48
C -4.26 -0.25 0.70
F -5.57 -0.20 0.36
F -4.07 -1.46 1.31
F -4.05 0.68 1.66
C -2.00 -0.06 -0.24
H 1.08 -3.93 4.93
H -0.86 -1.02 2.69
H -0.83 -2.32 1.55
H -0.24 2.18 1.76
H 1.84 -0.09 4.21
H 4.96 -0.73 1.64
H 4.13 0.24 0.46
H 5.01 -0.96 -1.39
H 5.89 -2.09 -0.31
H 9.79 -0.89 -0.37
H 8.70 -1.49 -1.63
H 8.94 0.26 -1.42
H 4.97 -4.64 2.27
H 6.04 -3.88 1.11
H 5.17 -2.90 2.30
H 1.57 -4.26 1.52
H 2.89 -5.31 1.95
H 2.00 -6.83 0.49
H 0.89 -5.64 -0.15
H 2.49 -5.74 -0.85
H -0.84 -2.39 -0.40
H 0.62 -3.14 0.17
H 1.67 -3.12 -1.98
H 0.35 -2.11 -2.67
H -0.90 0.23 -3.41
H -3.31 0.21 -3.81
H -4.91 -0.02 -1.95
H -1.62 -0.12 0.77
C -8.96 -2.02 -0.19
C -8.44 -0.92 -1.10
O -9.50 -0.07 -1.55
H -9.71 -2.62 -0.72
H -8.15 -2.68 0.13
H -9.43 -1.60 0.70
H -7.99 -1.34 -1.99
H -7.68 -0.33 -0.59
H -9.90 0.33 -0.77
C 6.35 4.11 0.79
C 5.54 5.20 1.47
O 4.16 5.09 1.18
H 6.21 4.15 -0.29
H 7.42 4.22 1.01
H 6.04 3.12 1.13
H 5.85 6.19 1.12
H 5.69 5.17 2.56
H 3.88 4.23 1.49
C -4.14 3.75 0.68
C -4.73 4.98 1.35
O -6.14 5.07 1.14
H -4.36 3.76 -0.38
H -3.06 3.71 0.82
H -4.58 2.84 1.09
H -4.30 5.89 0.93
H -4.51 4.98 2.42
H -6.54 4.28 1.51
C 0.35 -0.78 8.09
C 1.26 -0.16 7.04
O 1.84 -1.14 6.20
H 0.91 -1.50 8.70
H -0.07 -0.02 8.75
H -0.47 -1.32 7.62
H 2.09 0.36 7.52
H 0.71 0.56 6.44
H 1.13 -1.61 5.75
C 9.65 -6.98 0.99
C 8.81 -5.87 1.62
O 7.44 -5.98 1.27
H 9.55 -6.96 -0.09
H 10.71 -6.86 1.25
H 9.32 -7.96 1.34
H 9.14 -4.90 1.26
H 8.92 -5.88 2.71
H 7.11 -6.82 1.59
C -0.61 6.56 1.19
C 0.17 5.26 1.17
O -0.69 4.13 1.06
H -1.32 6.57 2.02
H 0.06 7.42 1.29
H -1.18 6.69 0.26
H 0.73 5.14 2.10
H 0.89 5.26 0.35
H -1.18 4.21 0.23
C -4.71 7.40 -2.12
C -5.08 6.30 -3.09
O -4.72 5.01 -2.59
H -3.64 7.39 -1.92
H -4.97 8.38 -2.52
H -5.23 7.27 -1.17
H -4.56 6.42 -4.03
H -6.16 6.32 -3.29
H -5.19 4.88 -1.76
C -5.23 -4.06 -3.95
C -6.21 -2.94 -3.64
O -5.88 -1.73 -4.31
H -4.22 -3.76 -3.67
H -5.49 -4.97 -3.40
H -5.24 -4.28 -5.02
H -6.19 -2.70 -2.57
H -7.23 -3.23 -3.90
H -5.90 -1.91 -5.26
C -3.02 2.29 -7.59
C -1.85 1.48 -7.07
O -2.25 0.53 -6.09
H -3.52 2.81 -6.77
H -2.69 3.03 -8.32
H -3.76 1.64 -8.07
H -1.12 2.13 -6.58
H -1.34 0.97 -7.89
H -2.88 -0.07 -6.49
*
```

***

Record 2
# C40H90O12

A cluster of 12 separate species, C40H90O12 in total in a non-equilibrium geometry (the ωB97M-V functional and the def2-TZVPD basis, the Open Molecules 2025 dataset).

SMILES string	C1CCOC1.C1CCOC1.C1CCOC1.C1CCOC1.C1CCOC1.C1CCOC1.C1CCOC1.CC(C)O.CC(C)O.CC(C)O.CC(C)O.O

Geometry as ORCA input:
```
! wB97M-V def2-TZVPD RIJCOSX def2/J DEFGRID3
* xyz 0 1
C 1.91 2.41 2.82
C 1.78 3.12 4.18
C 1.87 4.60 3.81
O 2.63 4.65 2.61
C 2.27 3.51 1.81
H 1.04 1.85 2.49
H 2.72 1.68 2.84
H 2.61 2.83 4.82
H 0.82 2.87 4.63
H 2.41 5.22 4.52
H 0.87 5.02 3.64
H 3.11 3.29 1.15
H 1.42 3.84 1.21
C 2.08 -3.87 -4.78
C 1.34 -3.07 -3.72
C 2.41 -2.07 -3.33
O 3.04 -1.70 -4.55
C 2.89 -2.79 -5.49
H 1.42 -4.42 -5.45
H 2.72 -4.59 -4.26
H 0.99 -3.63 -2.86
H 0.47 -2.53 -4.11
H 3.17 -2.53 -2.68
H 2.01 -1.22 -2.78
H 3.86 -3.11 -5.85
H 2.32 -2.36 -6.32
C -1.63 -3.49 0.68
C -2.13 -4.88 0.30
C -1.05 -5.40 -0.66
O -0.06 -4.38 -0.75
C -0.73 -3.15 -0.49
H -1.02 -3.46 1.59
H -2.41 -2.74 0.84
H -3.13 -4.79 -0.12
H -2.27 -5.52 1.18
H -1.44 -5.56 -1.67
H -0.62 -6.34 -0.30
H -1.30 -2.89 -1.39
H -0.04 -2.31 -0.34
C 0.50 -2.50 5.75
C -0.07 -1.13 5.38
C 1.14 -0.48 4.67
O 2.31 -1.18 5.13
C 1.91 -2.11 6.13
H 0.51 -3.10 4.84
H -0.02 -3.04 6.54
H -0.34 -0.54 6.26
H -0.94 -1.14 4.72
H 1.19 0.55 5.00
H 1.01 -0.56 3.59
H 1.93 -1.66 7.13
H 2.60 -2.96 6.07
C -3.98 2.02 5.17
C -3.68 3.01 4.01
C -2.24 2.63 3.59
O -2.02 1.34 4.13
C -2.62 1.38 5.40
H -4.71 1.28 4.85
H -4.33 2.60 6.03
H -3.78 4.05 4.31
H -4.36 2.86 3.17
H -1.51 3.33 3.99
H -2.16 2.60 2.50
H -2.02 1.94 6.13
H -2.68 0.40 5.88
C 4.12 -1.74 1.40
C 2.68 -1.92 0.94
C 2.13 -2.93 1.96
O 3.26 -3.56 2.57
C 4.46 -3.09 1.99
H 4.15 -0.95 2.16
H 4.81 -1.40 0.63
H 2.64 -2.40 -0.04
H 2.09 -1.00 0.94
H 1.55 -3.69 1.42
H 1.51 -2.49 2.74
H 4.79 -3.78 1.20
H 5.22 -3.02 2.76
C -0.94 -0.97 -5.79
C -1.70 -0.30 -6.92
C -3.12 -0.40 -6.40
O -2.98 -0.04 -5.03
C -1.71 -0.52 -4.55
H 0.14 -0.85 -5.72
H -1.06 -2.06 -5.89
H -1.50 -0.74 -7.90
H -1.40 0.75 -6.96
H -3.53 -1.40 -6.55
H -3.77 0.34 -6.87
H -1.82 -1.32 -3.81
H -1.23 0.33 -4.05
C -4.91 0.52 0.80
C -4.99 -0.88 0.19
C -6.24 -1.05 -0.66
O -3.83 -1.13 -0.59
H -4.68 1.27 0.05
H -4.13 0.55 1.56
H -5.85 0.80 1.28
H -5.03 -1.60 1.01
H -7.13 -0.68 -0.14
H -6.49 -2.11 -0.84
H -6.20 -0.59 -1.65
H -3.75 -0.39 -1.21
C 0.67 5.51 -1.00
C -0.73 5.01 -1.35
C -0.75 4.28 -2.68
O -1.16 4.07 -0.33
H 0.57 6.13 -0.10
H 1.08 6.13 -1.80
H 1.34 4.68 -0.83
H -1.44 5.83 -1.41
H -0.54 5.03 -3.45
H -1.70 3.80 -2.90
H 0.02 3.51 -2.75
H -1.49 4.60 0.40
C 0.80 1.05 -0.87
C -0.62 0.57 -0.52
C -0.81 0.40 0.96
O -1.60 1.44 -1.08
H 0.88 2.14 -0.85
H 1.11 0.79 -1.88
H 1.53 0.67 -0.16
H -0.73 -0.39 -1.05
H -1.78 -0.07 1.17
H -0.85 1.32 1.55
H -0.03 -0.26 1.36
H -1.45 2.32 -0.70
C 5.09 -0.15 -1.98
C 4.78 1.30 -2.36
C 3.81 1.42 -3.50
O 4.21 1.99 -1.24
H 4.20 -0.62 -1.55
H 5.90 -0.17 -1.25
H 5.38 -0.74 -2.85
H 5.73 1.78 -2.63
H 2.83 0.99 -3.26
H 4.14 0.88 -4.38
H 3.60 2.48 -3.70
H 4.85 1.98 -0.52
O -3.84 0.98 -2.55
H -3.57 0.75 -3.46
H -3.04 1.35 -2.15
*
```

***

Number 1: electronic energy -4406.9671 Eh, Kohn-Sham gap 5.7 eV. Number 2: electronic energy -2480.8458 Eh, Kohn-Sham gap 9.6 eV.